The following is a DFT calculation (wB97M-V/def2-TZVPD) of a cluster of 7 separate species, C26H41F7N5O21S2 in total at a distorted geometry.

Results
Orbital gap in eV: 6.85
Highest occupied orbital energy in eV: -12.06
Charge: +1

Structure (XYZ):
```
102
C26H41F7N5O21S2 (wB97M-V/def2-TZVPD)
O -1.579 -2.426 -6.117
C -0.545 -2.151 -6.510
N 0.649 -1.929 -6.839
N 1.218 -0.809 -6.186
C 0.542 -0.272 -4.976
C 1.736 0.659 -4.466
N 1.640 2.123 -4.692
C 2.283 2.700 -3.797
S 3.148 3.296 -2.591
N 2.997 -0.025 -4.932
C 2.497 -1.179 -5.643
N 3.125 -2.326 -5.753
S 4.667 -2.593 -5.011
O 5.165 -3.875 -5.472
O 5.593 -1.541 -5.384
C 4.595 -2.661 -3.154
F 5.816 -3.145 -2.745
F 4.532 -1.383 -2.631
C 3.501 -3.640 -2.555
F 2.454 -3.927 -3.409
F 4.122 -4.836 -2.250
C 2.911 -3.115 -1.169
F 2.215 -4.137 -0.571
F 3.890 -2.771 -0.286
F 2.089 -2.045 -1.418
H 0.502 -1.025 -4.131
H -0.441 0.252 -5.064
H 1.726 0.594 -3.337
H 3.419 0.621 -5.625
H 2.724 -3.120 -6.282
C -0.230 0.069 -0.236
O -1.654 0.092 -0.204
C -2.216 0.665 -1.280
O -1.622 1.136 -2.221
O -3.546 0.625 -1.130
C -4.279 1.207 -2.213
H 0.116 -0.414 0.676
H 0.126 -0.509 -1.091
H 0.171 1.084 -0.263
H -4.080 0.673 -3.143
H -4.036 2.266 -2.316
H -5.338 1.116 -1.980
C -4.894 -3.721 4.609
O -5.315 -2.667 3.742
C -4.323 -2.086 3.062
O -3.153 -2.377 3.126
O -4.850 -1.125 2.297
C -3.893 -0.414 1.510
H -5.780 -4.113 5.105
H -4.430 -4.526 4.038
H -4.209 -3.342 5.370
H -3.388 -1.084 0.818
H -3.171 0.093 2.153
H -4.425 0.337 0.934
C 4.206 -6.732 0.433
O 5.162 -7.671 0.912
C 6.425 -7.222 0.894
O 6.782 -6.134 0.517
O 7.216 -8.190 1.364
C 8.602 -7.850 1.402
H 3.223 -7.198 0.492
H 4.201 -5.835 1.055
H 4.405 -6.478 -0.608
H 8.771 -6.998 2.062
H 8.975 -7.640 0.399
H 9.142 -8.708 1.800
C -0.312 1.195 7.838
O 0.286 0.253 6.948
C -0.580 -0.603 6.391
O -1.769 -0.631 6.582
O 0.107 -1.423 5.587
C -0.699 -2.399 4.921
H 0.481 1.833 8.226
H -1.033 1.821 7.310
H -0.788 0.685 8.677
H -1.434 -1.917 4.277
H -1.189 -3.052 5.644
H -0.040 -3.005 4.300
C -2.687 7.843 -3.882
O -3.313 6.832 -3.091
C -2.467 6.121 -2.338
O -1.272 6.267 -2.283
O -3.181 5.217 -1.653
C -2.401 4.382 -0.800
H -3.468 8.350 -4.447
H -2.188 8.575 -3.246
H -1.982 7.400 -4.586
H -1.890 4.976 -0.041
H -1.684 3.800 -1.382
H -3.078 3.692 -0.297
C -4.686 5.625 4.842
O -3.572 5.642 3.950
C -3.260 6.859 3.484
O -3.826 7.885 3.752
O -2.205 6.732 2.666
C -1.759 7.960 2.090
H -4.844 4.593 5.152
H -4.480 6.226 5.728
H -5.588 5.978 4.339
H -1.435 8.654 2.866
H -2.543 8.406 1.477
H -0.906 7.733 1.451
```

=====

The following is a DFT calculation (wB97M-V/def2-TZVPD) of a structure of composition C18H14AsCeN3O6S2 at a distorted geometry.

Results
Orbital gap (spin up / spin down) in eV: 7.19 / 7.19
2S+1: 2
Highest occupied orbital energy (spin up / spin down) in eV: -10.99 / -10.99
Charge: +1

Structure (XYZ):
```
45
C18H14AsCeN3O6S2 (wB97M-V/def2-TZVPD)
Ce -0.055 0.643 0.631
N 0.093 -3.486 -1.753
C -1.198 -4.090 -1.801
C -1.466 -5.058 -2.751
C -2.723 -5.641 -2.809
C -3.715 -5.236 -1.929
C -3.444 -4.247 -0.995
C -2.178 -3.679 -0.913
S -1.867 -2.495 0.341
N -0.430 -1.747 -0.257
C 0.334 -2.316 -1.122
C 1.629 -1.616 -1.490
C 2.656 -2.252 -2.162
C 3.793 -1.513 -2.480
C 3.862 -0.179 -2.134
C 2.787 0.377 -1.450
N 1.707 -0.328 -1.130
H 0.731 -3.751 -2.482
H -0.689 -5.362 -3.443
H -2.926 -6.406 -3.546
H -4.700 -5.679 -1.969
H -4.223 -3.920 -0.316
H 2.618 -3.301 -2.419
H 4.616 -1.988 -2.998
H 4.721 0.429 -2.377
H 2.795 1.423 -1.166
O 1.788 1.405 2.037
As 0.573 1.693 3.329
O 1.271 1.715 4.784
O -0.460 0.430 2.790
C -0.109 3.460 2.831
C 0.089 4.280 3.938
C -0.219 5.645 3.928
C -0.727 6.225 2.800
C -0.941 5.439 1.663
C -0.650 4.094 1.663
S -1.007 3.285 0.132
O -1.802 2.082 0.536
O -1.630 4.170 -0.780
O 0.286 2.685 -0.330
H 2.684 1.551 2.384
H 0.500 3.857 4.844
H -0.050 6.232 4.821
H -0.970 7.278 2.774
H -1.357 5.894 0.775
```

=====

The following is a DFT calculation (wB97M-V/def2-TZVPD) of the molecule C4H7Cl at a distorted geometry.

Results
Structure (SMILES): CC1(Cl)CC1
Orbital gap in eV: 11.07
Highest occupied orbital energy in eV: -10.02
Charge: 0

Structure (XYZ):
```
12
C4H7Cl (wB97M-V/def2-TZVPD)
C 0.252 1.591 -0.029
C 0.272 0.118 -0.018
C 1.255 -0.662 -0.698
C 1.201 -0.604 0.764
H -0.614 1.844 -0.687
H 1.301 1.942 -0.430
H 0.164 2.055 0.911
H 1.010 -1.711 -1.031
H 2.090 -0.063 -1.235
H 1.753 0.084 1.450
H 0.667 -1.423 1.046
Cl -1.426 -0.317 -0.008
```

=====

The following is a DFT calculation (wB97M-V/def2-TZVPD) of a cluster of 12 separate species, C54H84O24S9 in total at a distorted geometry.

Results
Structure (SMILES): O=C1C=CC(=O)C=C1.O=C1C=CC(=O)C=C1.O=C1C=CC(=O)C=C1.O=S1(=O)CCCC1.O=S1(=O)CCCC1.O=S1(=O)CCCC1.O=S1(=O)CCCC1.O=S1(=O)CCCC1.O=S1(=O)CCCC1.O=S1(=O)CCCC1.O=S1(=O)CCCC1.O=S1(=O)CCCC1
Orbital gap in eV: 7.62
Highest occupied orbital energy in eV: -9.66
Charge: 0

Structure (XYZ):
```
171
C54H84O24S9 (wB97M-V/def2-TZVPD)
C 15.098 9.960 14.397
C 14.985 8.611 14.358
C 13.845 7.902 13.669
O 13.725 6.699 13.930
C 12.916 8.760 12.824
C 13.013 10.081 12.915
C 14.031 10.759 13.825
O 13.923 11.945 14.211
H 15.863 10.505 14.975
H 15.628 7.922 14.912
H 12.225 8.276 12.070
H 12.377 10.796 12.324
C 15.421 11.115 9.713
C 15.847 12.286 9.285
C 17.257 12.613 9.565
O 17.766 13.527 8.988
C 18.110 11.666 10.437
C 17.596 10.501 10.773
C 16.264 10.084 10.364
O 16.009 8.903 10.567
H 14.401 10.779 9.613
H 15.321 13.114 8.823
H 19.016 12.027 10.885
H 18.072 9.773 11.385
C 17.923 15.232 14.843
C 17.616 14.477 13.822
C 16.279 14.280 13.219
O 16.048 13.522 12.303
C 15.172 15.033 13.893
C 15.479 15.859 14.875
C 16.837 16.010 15.474
O 17.071 16.707 16.418
H 18.958 15.265 15.210
H 18.319 13.832 13.361
H 14.247 14.892 13.385
H 14.671 16.416 15.367
C 10.929 15.100 15.032
C 10.005 14.255 15.914
C 10.411 14.587 17.351
S 10.310 16.342 17.431
O 11.313 16.855 18.361
O 8.959 16.856 17.576
C 10.800 16.529 15.641
H 10.595 15.161 14.022
H 11.967 14.783 15.054
H 10.038 13.212 15.580
H 8.966 14.561 15.831
H 11.470 14.480 17.566
H 9.758 14.210 18.133
H 11.657 17.227 15.704
H 9.981 17.034 15.175
C 14.091 13.286 18.689
C 14.549 13.656 17.290
C 16.102 13.504 17.321
S 16.462 12.117 18.446
O 17.292 12.618 19.498
O 16.883 10.950 17.667
C 14.750 11.904 18.976
H 12.973 13.270 18.740
H 14.487 13.971 19.424
H 14.328 14.706 17.137
H 14.128 13.057 16.498
H 16.608 14.431 17.683
H 16.516 13.234 16.366
H 14.760 11.679 20.056
H 14.244 11.108 18.373
C 14.264 21.622 16.484
C 15.372 21.281 15.394
C 15.421 19.745 15.435
S 13.680 19.256 15.406
O 13.393 18.197 16.325
O 13.217 19.071 14.051
C 13.032 20.808 16.181
H 13.976 22.683 16.464
H 14.633 21.115 17.391
H 16.375 21.598 15.682
H 15.093 21.634 14.414
H 15.737 19.275 16.346
H 15.945 19.211 14.642
H 12.414 20.517 17.028
H 12.415 21.248 15.382
C 20.038 18.224 15.113
C 19.705 17.958 13.579
C 19.107 19.308 13.076
S 20.256 20.553 13.729
O 19.450 21.651 14.217
O 21.307 20.814 12.755
C 20.906 19.480 15.155
H 20.450 17.312 15.572
H 19.085 18.553 15.522
H 19.053 17.125 13.526
H 20.613 17.691 12.997
H 18.182 19.634 13.552
H 18.980 19.293 11.984
H 20.816 19.973 16.103
H 21.950 19.408 14.913
C 13.482 18.044 21.738
C 13.387 16.982 20.644
C 13.618 17.664 19.339
S 14.780 19.005 19.678
O 14.215 20.273 19.387
O 16.078 18.639 19.039
C 14.738 18.882 21.537
H 13.373 17.685 22.785
H 12.630 18.727 21.588
H 12.415 16.470 20.609
H 14.201 16.331 20.980
H 12.705 18.067 18.946
H 14.199 17.045 18.625
H 14.686 19.915 21.908
H 15.606 18.375 21.914
C 18.799 17.053 19.420
C 18.482 15.537 19.653
C 19.058 14.852 18.365
S 20.609 15.662 18.121
O 20.906 15.705 16.712
O 21.512 15.100 19.100
C 20.151 17.266 18.716
H 18.885 17.431 20.496
H 17.955 17.520 18.908
H 17.449 15.375 19.791
H 19.071 15.111 20.488
H 18.542 14.980 17.500
H 19.434 13.830 18.484
H 20.088 17.980 17.884
H 20.779 17.476 19.525
C 14.548 16.647 10.089
C 14.471 17.966 10.866
C 15.692 18.007 11.801
S 17.057 17.284 10.844
O 17.672 16.177 11.657
O 17.991 18.230 10.310
C 16.009 16.606 9.550
H 13.885 16.573 9.212
H 14.306 15.840 10.761
H 13.556 18.078 11.438
H 14.550 18.845 10.180
H 15.585 17.367 12.669
H 16.064 19.015 12.158
H 16.378 15.644 9.208
H 16.053 17.326 8.678
C 20.908 16.134 10.595
C 21.481 15.425 9.276
C 22.518 14.407 9.710
S 22.009 13.896 11.367
O 23.019 14.193 12.375
O 21.393 12.603 11.265
C 20.586 15.054 11.570
H 20.089 16.757 10.248
H 21.688 16.821 10.844
H 21.996 16.128 8.644
H 20.680 14.906 8.741
H 23.450 14.999 9.956
H 22.595 13.528 9.136
H 20.573 15.410 12.570
H 19.721 14.552 11.247
C 24.200 13.316 15.705
C 23.051 12.366 15.423
C 23.606 11.228 14.588
S 25.274 10.920 15.173
O 26.147 11.089 14.023
O 25.415 9.695 15.932
C 25.436 12.482 16.159
H 23.904 14.065 16.423
H 24.421 13.820 14.719
H 22.325 12.922 14.814
H 22.598 11.893 16.285
H 23.763 11.545 13.589
H 22.957 10.366 14.573
H 26.413 12.968 15.943
H 25.338 12.281 17.191
```

=====

The following is a DFT calculation (wB97M-V/def2-TZVPD) of the molecule C2H4N2O at a distorted geometry.

Results
Structure (SMILES): N[C@@H]1[C@H]2ON12
Orbital gap in eV: 10.61
Highest occupied orbital energy in eV: -9.52
Charge: 0

Structure (XYZ):
```
9
C2H4N2O (wB97M-V/def2-TZVPD)
N 0.376 1.338 0.404
C -0.451 -1.114 0.379
C -0.457 0.278 -0.152
N 0.338 -0.780 -0.789
O -0.350 -2.067 -0.665
H 0.469 2.086 -0.284
H 1.326 0.977 0.506
H 0.097 -1.310 1.292
H -1.346 0.592 -0.691
```

=====

The following is a DFT calculation (wB97M-V/def2-TZVPD) of a cluster of 3 separate species, C17H51FN6O2P3 in total at a distorted geometry.

Results
Orbital gap in eV: 5.05
Highest occupied orbital energy in eV: -2.78
Charge: -1

Structure (XYZ):
```
80
C17H51FN6O2P3 (wB97M-V/def2-TZVPD)
C 0.345 1.962 0.421
C 0.938 2.084 -0.993
C 1.869 0.925 -1.368
P 3.471 0.910 -0.318
C 5.079 0.909 0.770
C 5.648 2.292 0.999
F 6.092 0.076 0.246
H 1.038 2.410 1.136
H 0.285 0.907 0.695
H -0.622 2.458 0.508
H 1.476 3.032 -1.114
H 0.093 2.124 -1.698
H 2.119 0.974 -2.431
H 1.323 0.003 -1.128
H 3.147 2.240 0.270
H 4.234 1.636 -1.396
H 3.876 -0.367 -0.931
H 2.734 0.192 0.780
H 4.775 0.515 1.750
H 5.811 2.823 0.057
H 4.908 2.855 1.572
H 6.556 2.257 1.609
O 2.060 -1.788 -3.733
P 1.088 -2.582 -4.490
N -0.087 -3.162 -3.444
C -1.051 -4.174 -3.823
C -0.704 -2.118 -2.628
N 1.946 -3.969 -5.062
C 1.935 -5.208 -4.291
C 3.318 -3.603 -5.407
N 0.216 -2.189 -5.895
C 0.325 -3.016 -7.092
C 0.318 -0.762 -6.240
H -1.850 -3.778 -4.467
H -1.512 -4.571 -2.915
H -0.593 -5.010 -4.334
H -1.432 -1.525 -3.201
H 0.059 -1.450 -2.231
H -1.220 -2.574 -1.781
H 2.093 -5.052 -3.218
H 2.730 -5.857 -4.664
H 1.014 -5.766 -4.429
H 3.967 -3.526 -4.529
H 3.346 -2.639 -5.916
H 3.726 -4.353 -6.092
H 1.324 -3.013 -7.542
H -0.385 -2.617 -7.823
H 0.040 -4.043 -6.886
H 1.306 -0.493 -6.631
H 0.131 -0.148 -5.358
H -0.435 -0.504 -6.986
O -1.552 2.395 3.334
P -2.613 2.120 4.309
N -3.244 3.574 4.870
C -4.130 3.657 6.014
C -3.673 4.476 3.808
N -1.837 1.385 5.659
C -1.397 2.195 6.790
C -0.745 0.523 5.199
N -3.977 1.119 4.178
C -4.193 0.034 5.131
C -4.204 0.650 2.800
H -5.152 3.323 5.784
H -4.178 4.698 6.343
H -3.770 3.079 6.854
H -4.633 4.170 3.366
H -2.922 4.508 3.020
H -3.785 5.486 4.206
H -0.885 3.117 6.491
H -0.708 1.602 7.393
H -2.218 2.453 7.452
H 0.159 1.085 4.949
H -1.036 -0.033 4.307
H -0.512 -0.203 5.982
H -3.434 -0.752 5.083
H -5.166 -0.406 4.896
H -4.241 0.411 6.148
H -3.471 -0.101 2.485
H -4.144 1.486 2.102
H -5.204 0.221 2.713
```

=====

The following is a DFT calculation (wB97M-V/def2-TZVPD) of the molecule C4H10O2.

Results
Structure (SMILES): CO[C@@H](C)CO
Orbital gap in eV: 11.10
Highest occupied orbital energy in eV: -10.08
Charge: 0

Structure (XYZ):
```
16
C4H10O2 (wB97M-V/def2-TZVPD)
C 1.798 0.946 0.183
O 0.482 0.685 0.607
C -0.213 -0.220 -0.248
C 0.030 -1.661 0.181
C -1.678 0.192 -0.161
O -1.827 1.562 -0.437
H 2.383 0.022 0.066
H 1.808 1.487 -0.775
H 2.272 1.564 0.948
H 0.128 -0.059 -1.283
H 1.100 -1.857 0.304
H -0.356 -2.370 -0.560
H -0.459 -1.859 1.141
H -2.269 -0.360 -0.900
H -2.062 -0.065 0.841
H -1.138 1.993 0.092
```

=====

The following is a DFT calculation (wB97M-V/def2-TZVPD) of the ion C25H22BrN2O6S with charge -1 at a distorted geometry.

Results
Structure (SMILES): CCOC(=O)[C@H](c1ccccc1)[C@@H]1C(=[N+]([O-])[O-])c2c(Br)cccc2N1S(=O)(=O)c1ccc(C)cc1
Orbital gap in eV: 5.35
Highest occupied orbital energy in eV: -3.00
Charge: -1

Structure (XYZ):
```
57
C25H22BrN2O6S (wB97M-V/def2-TZVPD)
C 4.987 -2.619 -0.923
C 4.345 -1.613 -0.009
C 4.797 -1.497 1.309
C 4.202 -0.591 2.188
C 3.122 0.198 1.769
S 2.428 1.381 2.946
O 3.096 1.068 4.186
O 2.481 2.706 2.386
N 0.709 1.199 3.241
C 0.166 -0.062 3.401
C 0.797 -1.225 3.813
C 0.054 -2.404 3.848
C -1.302 -2.402 3.442
C -1.943 -1.236 3.023
Br -3.700 -1.336 2.304
C -1.229 -0.019 3.088
C -1.551 1.307 2.821
N -2.771 1.736 2.217
O -3.857 1.548 2.820
O -2.722 2.255 1.072
C -0.315 2.153 2.730
C 2.710 0.137 0.431
C 3.312 -0.774 -0.445
H 4.542 -2.587 -1.922
H 6.064 -2.439 -1.020
H 4.868 -3.635 -0.528
H 5.634 -2.118 1.644
H 4.571 -0.507 3.205
H 1.837 -1.184 4.118
H 0.512 -3.334 4.180
H -1.875 -3.324 3.452
H -0.105 2.338 1.660
H 1.920 0.798 0.085
H 2.990 -0.836 -1.489
C 2.237 2.358 7.129
C 0.841 2.834 6.860
O 0.742 2.777 5.413
C -0.435 3.194 4.943
C -0.378 3.470 3.437
C -1.491 4.392 2.937
C -2.678 4.653 3.627
C -3.646 5.503 3.071
C -3.411 6.141 1.851
C -2.192 5.936 1.200
C -1.235 5.077 1.741
O -1.404 3.304 5.678
H 2.435 2.328 8.199
H 2.405 1.349 6.735
H 2.965 3.029 6.657
H 0.067 2.187 7.284
H 0.666 3.877 7.161
H 0.573 3.982 3.241
H -2.851 4.205 4.601
H -4.590 5.657 3.590
H -4.179 6.771 1.397
H -1.989 6.421 0.249
H -0.281 4.916 1.236
```